DFT (ωB97M-V/def2-TZVPD) results for a structure of composition C35H68AsLaN3OSbSi2 at a distorted geometry.

Structure (ORCA input):
```
! RIJCOSX wB97M-V def2-TZVPD def2/J DEFGRID3
* xyz 2 1
C -0.7256 -3.3091 -4.5641
H -3.8284 -0.3012 -3.8848
C 3.0571 -0.4690 -3.2371
H 3.5054 -5.4365 1.8617
H 0.2808 1.1467 5.3878
H 0.7587 1.4338 -5.0593
H -3.2668 -0.5804 3.5546
La 0.1528 -0.0357 0.8816
C -0.5640 -2.2475 3.8165
H -0.7577 -3.1771 5.8214
H 2.5696 1.6049 -4.9378
C 0.7178 -3.5550 1.4586
Sb 0.0570 -0.7646 -2.7056
H 4.9278 2.0952 2.9596
H -1.4237 -0.7824 -5.6561
C -1.9928 1.4589 -3.0580
H 0.0549 -3.2163 -5.3144
N -0.2600 2.3602 -0.1050
C -0.7941 1.2881 5.1616
H 4.8802 -0.7957 0.8701
H 0.5232 4.6437 3.4627
H -4.8301 0.2199 3.1760
C -2.8559 -0.3422 0.5376
H -1.2120 -1.4969 5.7109
H 3.8752 -0.0598 -3.8381
H 0.5508 3.8711 5.0865
As 3.2907 1.1553 1.2806
N -1.0732 -3.3145 3.1981
C 2.4763 -2.5568 0.4018
H 0.2999 5.2666 -1.7815
H -1.1904 0.3339 4.8133
H 2.7767 -1.6423 -0.1193
C 3.4103 2.8168 0.2848
C -0.3133 -2.9465 -3.1257
H 3.0530 0.0771 -2.2835
H 1.8280 -3.3717 -3.5354
C -0.8169 2.7994 1.0473
H -3.8533 -0.4087 0.1017
C -3.7326 0.3857 3.3226
H -2.2898 -2.8972 -2.2627
C -1.7575 -0.0040 -3.6316
H -2.9630 3.4290 5.1032
C 1.5570 -4.5898 1.8934
H -1.0735 -3.3778 -1.0618
C 1.0487 -3.5936 -2.7703
N 1.2132 -2.4960 0.8276
C 0.1181 3.2618 -1.0975
H -0.8414 6.1465 0.3470
C 1.6649 1.2299 -4.4565
H 3.4760 2.5300 -0.7731
H 3.8458 0.7907 3.6712
H 4.9156 0.3034 -0.4396
C 4.9021 0.2504 0.6595
C -0.7986 -3.4992 1.7790
H 1.9015 -2.1826 -5.0326
H -3.6698 1.0096 4.2048
H -5.0343 1.9991 0.7457
H -1.3068 -4.4218 1.4959
H -2.9208 1.8684 -3.5044
C -2.3733 3.7650 4.2455
C -1.6570 0.1476 -5.1469
H -1.4327 -4.1267 3.6715
H 2.5062 3.3732 0.4366
H 3.2172 2.3813 3.4056
H -1.2880 1.4804 6.1244
H 0.5069 -1.9752 5.5667
H -2.7855 -1.3009 1.0735
H -0.9228 0.8639 -5.5666
H 0.9107 -4.7032 -2.7627
H -3.6457 2.7492 0.0456
H 1.1202 -1.0055 -6.0347
C 2.8552 -4.6290 1.5175
H -1.9645 4.7376 4.4475
Si -2.9296 1.1330 1.8066
C -1.1944 1.7846 2.0884
H -2.2086 -0.2845 -0.3050
H 0.6965 2.8049 -1.9484
H -3.3552 -0.7101 -2.2275
H 5.7644 0.6837 1.0832
C 0.5462 3.7073 3.9773
C -1.3648 -3.4700 -2.1313
H 1.4391 -3.3901 -1.7742
C 3.2960 -3.5968 0.7045
H 3.2885 -1.5261 -3.0762
Si -0.9874 2.5770 3.8213
H 1.1047 -5.4233 2.4346
H 1.4389 3.1205 3.8668
H -0.9425 -4.4174 -4.6142
C -0.6411 5.1069 0.1914
H 4.2708 3.3783 0.5270
H -1.2666 -2.7099 1.2278
C -0.0498 4.5891 -0.9939
H -2.1833 1.5647 -1.9829
H 1.5358 1.8214 -3.5650
C -1.0065 4.2318 1.2044
H -1.6505 -2.7969 -4.8427
H -3.0541 -1.7986 -3.6350
C 1.7656 -0.2705 -4.0364
C -4.0535 2.4199 1.0327
O -0.1766 -1.3072 3.1481
C -0.5333 -2.2580 5.2983
H -1.3167 4.6333 2.1608
C -3.0693 -0.7349 -3.3004
H -1.6249 -4.5583 -2.3523
H -4.2396 3.2867 1.6369
H 2.7841 -0.7841 -5.7990
H -3.0479 3.9164 3.3836
H -2.5912 0.5367 -5.5863
C 1.8910 -1.1183 -5.3020
C 3.9324 1.6781 3.0542
H 4.3344 -3.6141 0.3889
H -1.1907 2.1327 -3.2765
*
```

Values from the calculation:
HOMO-LUMO gap	7.428	eV
energy above the lowest of the compared OMol25 structures with the same formula, charge and spin	0.000	eV

Results of the Löwdin charge analysis, in e, for atoms 1 through 6:
1. C -0.09
2. H 0.07
3. C -0.14
4. H 0.14
5. H 0.05
6. H 0.06

DFT (ωB97M-V/def2-TZVPD) results for a cluster of 5 separate species, C24H28F2N7O10S2 in total at a distorted geometry.

Structure (ORCA input):
```
! RIJCOSX wB97M-V def2-TZVPD def2/J DEFGRID3
* xyz 0 2
H 7.0176 -1.6013 6.6357
H -6.5243 -0.5543 -2.3311
H -6.4855 0.5978 -7.1050
O -2.1772 1.1874 5.7985
N -0.7579 -1.1748 5.2232
H 3.4427 1.5921 -3.0938
O 3.9822 -3.2289 0.4895
S 0.3548 -0.3866 4.2997
C -5.8260 0.2017 -2.0035
C -5.6258 0.6968 -6.4588
H -5.5046 1.4539 2.1527
H 1.6434 1.5497 -0.0171
H -2.3096 0.5029 -6.6540
H -5.1556 0.5538 -8.8727
O -1.9543 0.7450 3.4310
C 6.3690 -2.3418 6.1678
N 3.4378 1.0838 -1.0507
H 6.2565 -0.0263 0.1066
O -0.9987 1.0161 -0.8208
H 6.8558 0.6347 2.8915
C 4.9799 -0.4614 2.5881
C 2.6745 1.2347 0.0470
O -2.0953 -0.4954 0.2786
C -4.2695 1.9924 -0.6580
O 0.6674 -0.9838 3.0340
N -4.9929 1.0826 0.0634
C -4.0446 1.8405 -2.0567
C -3.3806 0.7048 -4.8154
O 0.7171 1.0192 4.5199
H -4.6341 -0.0090 1.8445
O 2.3537 -4.6653 0.2255
H -2.4780 0.9034 -4.2566
C 2.7240 1.3462 -2.3121
C 3.1688 0.7014 1.2480
C -3.2780 0.6835 -6.2113
C -5.7916 0.1825 -0.5502
H -3.7544 -0.6408 -8.4668
C -4.1777 0.3630 -8.4306
C 6.6091 -0.7803 4.3170
C 6.1457 -0.1179 3.2012
N -4.3491 0.6666 -6.9835
C -4.8596 0.9089 -2.7799
F -3.1651 -0.6624 4.6876
H 5.6233 -2.5177 6.9431
N 2.7646 -3.4902 0.3537
C 4.6065 -1.9089 4.5098
H -3.5890 2.6119 -0.0928
C 4.6867 0.7337 -0.9545
F 1.5412 -1.0490 5.1608
C -4.6935 0.7459 -4.2407
C -4.7302 1.0259 1.5162
H -3.7093 1.4013 1.5873
H 2.6055 0.7392 2.1687
H 6.8862 -3.2573 5.8804
H -3.3656 2.4207 -2.6639
H 4.0741 -2.6326 5.1091
C 4.4270 0.1769 1.3691
H 3.2844 -1.7676 2.7419
C 4.1845 -1.4482 3.2461
C 5.2303 0.2759 0.2546
H 2.2211 0.4287 -2.6179
H 2.0468 2.1829 -2.1404
S -1.8341 0.2222 4.7607
H 7.5961 -0.6994 4.7479
O 1.9190 -2.5842 0.3760
H -6.5126 -0.3250 0.0735
N 5.8041 -1.6253 4.9979
H 5.3084 0.8235 -1.8330
N -1.0785 0.0654 -0.0779
H -6.8136 0.6991 -4.7680
O -0.0044 -0.4841 0.2196
C -5.7913 0.8198 -5.0947
H -3.4973 1.1011 -8.8551
*
```

Values from the calculation:
HOMO-LUMO gap (alpha / beta)	4.178 / 4.533	eV

Results of the Löwdin charge analysis, in e, for atoms 1 through 6:
1. H 0.10
2. H 0.11
3. H 0.12
4. O -0.31
5. N -0.20
6. H 0.10